1.
49
Properties=species:S:1:pos:R:3 method="wB97M-V/def2-TZVPD" multiplicity=3 charge=+3 orbital_gap_ev="4.41 / 4.45" e_tot_ev=-47026.7651 lumo_ev="-12.967 / -12.928"
C -4.6893 0.0004 -1.8102
I -4.5460 1.3368 -0.2341
H -5.4935 0.3581 -2.4618
H -4.9700 -0.9820 -1.4325
H -3.7412 -0.0510 -2.3470
Mo 0.0442 -0.6728 -0.3446
P -1.3308 -2.1562 0.8215
C -0.5147 -3.8004 0.8892
C -1.2991 -1.5554 2.5443
H -1.8163 -2.2594 3.2121
H -3.4207 -3.3769 1.0947
H -1.7982 -0.5794 2.5924
H -3.6961 -1.6625 0.6270
H 0.3178 -3.7952 1.6016
H -0.2626 -1.4280 2.8812
C -3.0678 -2.5463 0.4648
H -1.2306 -4.5780 1.1822
H -3.1570 -2.8398 -0.5874
H -0.1130 -4.0580 -0.0968
P -0.4365 1.3502 -1.4600
C 1.2788 1.5894 -2.0781
C -1.5263 2.0832 -2.6962
H -1.1692 1.9896 0.7565
H -0.7552 3.4173 -0.2451
H 0.5628 2.4186 0.4783
C -0.4486 2.4005 0.0393
H -2.5418 2.1903 -2.2886
H -1.1422 3.0647 -3.0201
H 1.2929 2.4523 -2.7541
H 1.6087 0.6952 -2.6211
H -1.5656 1.4133 -3.5665
H 1.9623 1.7753 -1.2342
C 0.3984 -1.8031 -1.8825
O 0.5621 -2.5223 -2.8145
C 3.0538 -2.1073 1.4686
C 2.6596 -0.6630 1.2540
C 3.5615 0.3001 1.6984
C 3.5044 1.6961 1.4614
C 2.7132 2.3537 0.6168
C 2.8583 3.7748 0.2704
N 1.5032 -0.4293 0.6589
H 2.9497 -2.6884 0.5462
H 2.4529 -2.5989 2.2457
H 4.0995 -2.1422 1.7863
H 4.4222 -0.0928 2.2385
H 4.2528 2.2361 2.0527
H 1.9890 4.0971 -0.3189
H 3.7557 3.9670 -0.3464
H 2.9284 4.4288 1.1580



2.
63
Properties=species:S:1:pos:R:3 method="wB97M-V/def2-TZVPD" smiles="NC(=O)CCc1ccc2nsnc2c1.NC(N)=O.NC(N)=O.NC(N)=O.NC(N)=O.NC(N)=O" charge=0 orbital_gap_ev=7.44 e_tot_ev=-57479.6919 lumo_ev=-1.053
N 2.4552 -1.8252 1.2274
C 3.1387 -1.1471 0.1097
O 3.4058 -1.8515 -0.9197
C 3.5185 0.4280 0.0863
C 2.3359 1.1375 -0.7946
C 0.9187 0.5787 -0.2219
C 0.4782 1.2274 1.1749
C -0.8439 0.7771 1.8445
C -1.6598 -0.3491 1.0724
N -2.9062 -0.9888 1.4471
S -3.3532 -2.1839 0.3037
N -2.1112 -2.0734 -0.8702
C -1.2597 -1.0355 -0.3103
C 0.0850 -0.5134 -0.9597
H 1.4679 -1.9471 0.9094
H 2.4238 -1.2318 2.0704
H 3.5481 0.8632 1.1558
H 4.5592 0.6035 -0.3712
H 2.3236 2.2624 -0.5538
H 2.4583 0.9659 -1.9162
H 1.1238 2.0373 1.6876
H -1.2229 1.2204 2.8364
H 0.5091 -0.9183 -1.9536
N -4.9058 -1.3367 3.5699
C -6.2501 -1.2369 3.6671
N -6.7553 -1.5375 4.8930
O -6.9586 -0.9032 2.7290
H -4.3101 -1.6087 4.3308
H -4.4872 -1.1207 2.6732
H -7.7546 -1.4740 5.0063
H -6.1927 -1.8138 5.6773
N -5.4049 -1.5983 -3.1622
C -6.7564 -1.5216 -3.0918
N -7.2790 -1.8443 -1.8833
O -7.4485 -1.1879 -4.0425
H -4.8200 -1.8706 -2.3926
H -4.9768 -1.3661 -4.0436
H -8.2807 -1.7993 -1.7902
H -6.7273 -2.1208 -1.0893
N 6.2784 3.8209 0.0951
C 5.8021 3.1962 -1.0078
N 6.6252 3.2415 -2.0800
O 4.7132 2.6349 -1.0326
H 7.1688 4.2861 0.1339
H 5.6957 3.8104 0.9164
H 6.3084 2.7882 -2.9218
H 7.5226 3.6976 -2.0778
N -6.8301 -5.5243 0.9445
C -6.6111 -4.3626 1.6080
N -7.4461 -4.1410 2.6489
O -5.7272 -3.5782 1.2879
H -7.5485 -6.1812 1.1892
H -6.2289 -5.7265 0.1619
H -7.3171 -3.2873 3.1679
H -8.1755 -4.7731 2.9244
N 11.0190 3.7860 -3.0775
C 10.2204 4.7448 -2.5518
N 10.0983 5.8600 -3.3107
O 9.6533 4.6139 -1.4750
H 11.4929 3.8736 -3.9582
H 11.1350 2.9406 -2.5418
H 9.5119 6.5969 -2.9529
H 10.5547 5.9869 -4.1959



3.
68
Properties=species:S:1:pos:R:3 method="wB97M-V/def2-TZVPD" charge=+2 orbital_gap_ev=3.68 e_tot_ev=-215712.7642 lumo_ev=-9.899
N 1.9016 2.6001 1.8711
C 1.5649 1.9471 0.6195
C 0.3172 2.6764 -0.0013
C -0.7618 1.7628 -0.5797
C -1.8386 1.3989 0.4171
F -2.3898 2.5238 1.0070
C 2.7031 1.9965 -0.4254
C 4.1084 2.3632 0.0993
C 5.0449 1.1654 0.2986
I 6.3599 0.8918 -1.4830
O 1.0788 0.6186 0.9436
C 2.0285 -0.2330 1.3632
O 2.3665 -0.3971 2.4901
H 1.1854 2.3971 2.5567
H 1.8229 3.6000 1.7267
H 0.6280 3.4519 -0.6914
H -0.1519 3.2030 0.8262
H -0.3803 0.8690 -1.0634
H -1.2750 2.3185 -1.3635
H -1.4290 0.7805 1.2148
H -2.6405 0.8415 -0.0608
H 2.4656 2.6856 -1.2222
H 2.7832 1.0174 -0.9003
H 4.1263 2.9610 1.0022
H 4.5723 2.9745 -0.6679
H 5.6969 1.3547 1.1741
H 4.4987 0.1996 0.4263
H 2.5349 -0.8132 0.5676
C 5.3541 -3.9401 -5.1907
C 6.2479 -3.1888 -4.2321
O 6.2762 -1.8486 -4.7302
S 4.8645 -1.5054 -5.4091
O 4.0723 -0.8089 -4.4559
O 5.1002 -0.9982 -6.7022
O 4.3154 -3.0010 -5.5117
H 5.8828 -4.2025 -6.1076
H 4.9290 -4.8374 -4.7512
H 7.2519 -3.5994 -4.1853
H 5.8132 -3.1547 -3.2308
C -6.8547 0.1283 3.6581
O -6.3426 -0.4074 2.4462
P -5.9371 -1.9484 2.4897
O -6.9307 -2.8175 3.1040
O -4.5312 -1.9896 3.2247
C -3.5703 -0.9477 3.0022
O -5.6160 -2.2050 0.9759
C -5.3478 -3.5647 0.5695
H -6.5285 1.1666 3.7371
H -7.9383 0.0912 3.6311
H -6.4880 -0.4230 4.5318
H -3.6596 -0.2077 3.7973
H -3.7139 -0.4625 2.0374
H -2.5745 -1.3813 3.0382
H -5.3618 -4.2534 1.4123
H -4.3693 -3.5971 0.0969
H -6.1035 -3.8686 -0.1488
C -1.7068 2.6408 -4.5855
Cl -2.8733 1.7795 -3.5699
Cl -0.9417 1.5046 -5.6918
Cl -2.5381 3.8913 -5.4986
Cl -0.4627 3.3899 -3.5635
K 5.3633 -1.0524 -0.0216
Br -8.8387 0.5603 5.6004
Al -10.7378 1.2918 4.8507
O 6.7609 -1.5168 3.4736
H 7.4239 -1.1552 4.0706
H 6.0220 -1.7368 4.0504
F -12.6318 1.0203 3.6432



4.
80
Properties=species:S:1:pos:R:3 method="wB97M-V/def2-TZVPD" charge=0 orbital_gap_ev=1.50 e_tot_ev=-189378.5790 lumo_ev=-7.406
C 3.1607 -3.2769 3.2197
C 2.6399 -3.2152 1.7226
C 1.1732 -2.6234 1.7270
C 1.0390 -1.1258 1.2550
C 2.3443 -0.3266 1.7255
N -0.2226 -0.4436 1.5925
C -1.4055 -0.8137 0.8270
I -2.8108 0.8609 0.3699
C -2.1518 -2.1253 1.2967
C -3.2913 -1.9398 2.3641
S -0.4330 0.0598 3.1649
O -1.8092 0.3972 3.5728
O 0.1635 -0.8652 4.1714
F 0.4397 1.4520 3.3392
H 3.0889 -4.3486 3.5650
H 2.5840 -2.6256 3.9277
H 4.2378 -2.9969 3.3176
H 2.5412 -4.2908 1.3893
H 3.3480 -2.7337 0.9979
H 0.7267 -2.8445 2.7277
H 0.5744 -3.2464 0.9894
H 1.1223 -1.1412 0.1183
H 2.1469 0.7790 1.5940
H 3.2323 -0.5629 1.0859
H 2.5584 -0.5285 2.8051
H -1.0211 -1.0690 -0.2248
H -2.6549 -2.5418 0.3665
H -1.4808 -2.9447 1.6633
H -4.0752 -1.1884 2.1074
H -3.8240 -2.9352 2.4253
H -2.8546 -1.7982 3.3925
Li -1.4344 -0.6241 -1.7354
C -4.4623 -0.7946 -4.8517
Cl -5.8402 -0.8657 -3.7602
Cl -2.9880 -0.3486 -3.9612
Cl -4.2357 -2.3387 -5.6827
H -4.6480 -0.0222 -5.5963
C -0.2482 -0.4239 -7.6487
O 0.7317 -0.1990 -8.3275
N -0.3314 -0.0389 -6.3284
N -1.3440 -1.0688 -8.1166
H -1.1380 -0.2126 -5.7503
H 0.4583 0.4530 -5.9440
H -1.3282 -1.3671 -9.0765
H -2.1572 -1.2551 -7.5574
N -1.3700 -4.8791 3.9023
O -0.5742 -4.7872 2.9581
O -2.5808 -4.7576 3.7009
O -0.9518 -5.0880 5.0392
O 2.5952 1.6175 5.7563
Cl 3.4345 0.4397 5.7603
O 2.9097 -0.5092 6.7147
O 4.7778 0.8039 6.1328
O 3.4355 -0.1513 4.4417
C 6.9014 -3.4211 1.5628
Cl 5.6957 -2.6382 0.5243
Cl 6.9150 -2.6928 3.1710
Cl 6.5965 -5.1593 1.6647
H 7.8794 -3.2718 1.1167
Al 0.8455 -1.1149 -3.8613
C 0.3296 4.1309 1.4428
C -0.9231 4.3828 0.6715
O -1.6365 3.4642 0.2628
N -1.2720 5.6626 0.4171
C -0.5818 6.8766 0.8037
H 0.4712 3.0653 1.5562
H 1.2092 4.5417 0.8896
H 0.2616 4.5801 2.4339
H -2.1295 5.7473 -0.1115
H -1.2594 7.4797 1.4125
H -0.3289 7.4304 -0.1017
H 0.3242 6.6715 1.3640
F 2.1978 5.8514 0.5852
F -4.4849 2.9800 -6.4042
P -3.3308 3.6964 -5.4984
F -2.3059 3.2619 -6.6923
F -3.6181 5.0193 -6.3980
F -1.9327 3.4533 -4.6841
F -3.9614 2.6218 -4.4430
F -3.6590 4.8016 -4.3500



5.
59
Properties=species:S:1:pos:R:3 method="wB97M-V/def2-TZVPD" charge=+1 orbital_gap_ev=6.42 e_tot_ev=-122836.7906 lumo_ev=-4.447
C -0.3194 1.8989 5.5062
C 0.0980 1.5220 3.9661
C -0.9878 0.4912 3.2191
I -2.9407 0.4304 4.3019
N -1.1727 0.9258 1.7906
C -2.5770 1.1204 1.2645
N -3.4029 2.2139 1.2105
P -2.8901 3.7925 1.8415
O -2.1799 3.7228 3.4222
O -1.8955 4.6114 0.6710
N -2.9044 -0.2383 0.6915
C -1.5724 -0.9394 0.3432
C -1.7538 -2.3162 1.2402
C -1.2828 -3.5879 0.2614
O -0.1214 -3.6410 -0.3954
Br -2.5499 -5.1610 -0.0187
C -0.4029 0.1397 0.7076
C 1.1338 -0.3273 1.0026
N 1.3287 -1.5705 1.8181
C 2.6120 -2.3090 1.5100
C -0.1041 1.4058 -0.3457
B -0.7440 1.2161 -1.8384
O -1.6924 2.2514 -2.3523
O -0.3135 0.0443 -2.6331
H -0.5704 0.9737 6.1769
H -1.1932 2.6792 5.6035
H 0.6346 2.4135 6.0056
H 0.3422 2.4636 3.2869
H 1.1256 0.9177 4.0306
H -0.5436 -0.5784 3.3770
H -4.3445 2.0914 0.7653
H -1.2135 4.0318 3.2989
H -1.2713 5.2570 1.1145
H -3.3560 -0.0938 -0.2564
H -1.6170 -1.4155 -0.7511
H -2.9091 -2.5024 1.4363
H -1.1591 -2.3285 2.2437
H 1.7238 0.5903 1.4517
H 1.6329 -0.5366 -0.0617
H 1.4591 -1.2291 2.8181
H 2.4163 -3.4839 1.5883
H 3.1126 -2.0382 0.4881
H 3.4036 -2.0787 2.3729
H 1.0746 1.5202 -0.5037
H -0.4275 2.4555 0.1229
H -2.6128 1.8615 -2.4741
H -1.0141 -0.0135 -3.3737
C 3.8813 -1.5165 -4.5935
O 4.0516 -0.8923 -3.5537
N 2.7827 -1.4102 -5.4198
C 2.6555 -2.1857 -6.6365
C 1.7206 -0.4937 -5.0607
H 4.6279 -2.2402 -4.9589
H 2.5691 -1.5010 -7.4852
H 1.7550 -2.8030 -6.5702
H 3.5242 -2.8330 -6.7847
H 2.1316 0.5181 -4.9931
H 1.3213 -0.7778 -4.0825
H 0.9213 -0.5178 -5.8062



6.
51
Properties=species:S:1:pos:R:3 method="wB97M-V/def2-TZVPD" multiplicity=2 charge=+3 orbital_gap_ev="7.69 / 8.60" e_tot_ev=-173331.7227 lumo_ev="-10.457 / -10.197"
Ir -0.2505 -0.1455 0.6091
C 1.1788 1.3210 6.7828
C 1.0912 0.3088 5.7267
C 1.7793 -0.9773 5.8029
O 0.2917 0.4745 4.7250
C 2.5309 1.2705 1.3495
O 3.4277 1.4561 2.0287
O 1.6065 1.0798 0.6451
H 0.5027 0.9816 7.5837
H 0.8583 2.3133 6.4649
H 2.1749 1.3533 7.2229
H 1.2458 -1.5545 6.5746
H 2.7964 -0.8594 6.1776
H 1.7446 -1.5331 4.8706
H -0.1723 1.3306 4.7926
Br -2.0532 -1.7760 1.0652
C -3.3091 -0.4154 1.7202
Br -2.5154 1.3034 1.3413
H -3.4058 -0.5487 2.7906
H -4.2507 -0.5209 1.1914
C -2.9370 -0.4112 -2.0445
C -1.5621 -0.8668 -2.5397
C -1.4977 -0.6370 -4.0624
P -0.1253 -0.1164 -1.6803
C 0.2537 1.5910 -2.2273
C -0.9726 2.5058 -2.1951
C 0.9755 1.6509 -3.5829
C 1.3793 -1.1612 -1.8782
C 1.5506 -1.8360 -3.2435
C 1.4420 -2.2213 -0.7705
H -3.6958 -1.0254 -2.5293
H -3.1322 0.6239 -2.3197
H -3.0710 -0.5103 -0.9707
H -1.4318 -1.9394 -2.3489
H -1.7253 0.3981 -4.3110
H -2.2691 -1.2578 -4.5192
H -0.5498 -0.9106 -4.5140
H 0.9693 1.9342 -1.4749
H -1.6673 2.2696 -2.9999
H -0.6477 3.5354 -2.3426
H -1.5154 2.4604 -1.2496
H 0.3449 1.3241 -4.4057
H 1.9006 1.0765 -3.5928
H 1.2409 2.6924 -3.7672
H 2.2043 -0.4546 -1.7332
H 0.7436 -2.5402 -3.4461
H 2.4818 -2.4037 -3.2300
H 1.6153 -1.1249 -4.0633
H 0.7379 -3.0358 -0.9472
H 1.2447 -1.8234 0.2477
H 2.4442 -2.6485 -0.7238



7.
63
Properties=species:S:1:pos:R:3 method="wB97M-V/def2-TZVPD" multiplicity=2 charge=+1 orbital_gap_ev="8.05 / 3.43" e_tot_ev=-501669.9713 lumo_ev="-3.060 / -7.686"
Cu 1.9768 0.7595 -2.6976
N -0.2362 -0.6298 -0.2203
O 0.4452 0.1257 -0.9403
O -1.0827 -0.1462 0.5493
O -0.0243 -1.8340 -0.1607
C -0.6046 -1.3100 3.5067
C -2.0845 -1.0756 3.7431
O -2.5620 -1.1000 4.8419
N -2.8465 -0.9210 2.6332
C -4.2485 -0.7434 2.5556
H -0.1533 -1.4373 4.4895
H -0.1421 -0.5011 2.9411
H -0.4550 -2.2181 2.9218
H -2.3626 -0.7164 1.7626
H -4.6481 -1.6408 3.0356
H -4.5517 -0.8513 1.5149
H -4.7231 0.0695 3.1060
C 0.8262 -2.8818 -5.0761
C 0.8971 -2.3998 -3.6480
O 0.9280 -1.1659 -3.4729
N 1.0909 -3.1844 -2.5716
C 1.1479 -4.6633 -2.6288
H 0.0339 -3.6295 -5.1321
H 1.8173 -3.2175 -5.3828
H 0.5696 -2.1853 -5.8734
H 1.2286 -2.7496 -1.6703
H 2.0703 -4.8927 -3.1620
H 0.2805 -5.0777 -3.1415
H 1.1594 -4.9174 -1.5710
C 3.1974 4.3986 4.1042
C 2.0440 4.1831 3.0824
O 1.1884 5.0696 3.0439
N 1.9871 3.0406 2.4385
C 0.9623 2.6223 1.4471
H 3.5344 5.4268 3.9690
H 4.0925 3.8009 3.9299
H 2.8647 4.3844 5.1414
H 2.7820 2.4309 2.5571
H 0.0086 3.1418 1.5292
H 0.7323 1.5693 1.6078
H 1.3757 2.7825 0.4520
C -1.3983 3.2990 -1.3890
C -0.0567 3.5238 -2.0605
O 0.7784 2.6315 -2.0261
N 0.1568 4.7511 -2.5495
C 1.3374 5.1697 -3.3420
H -1.5430 2.3062 -0.9663
H -2.1404 3.4557 -2.1730
H -1.4994 4.0704 -0.6254
H -0.6616 5.3320 -2.6561
H 1.9505 5.7707 -2.6699
H 1.0923 5.7649 -4.2203
H 1.9713 4.3294 -3.6223
C -3.1408 -2.8676 -0.3202
Br -2.3630 -3.3754 -2.0607
Br -2.7742 -4.2203 1.1207
Br -5.0921 -2.5638 -0.6088
H -2.7381 -1.9013 -0.0230
C 1.4588 -4.5127 1.2790
Br 1.5456 -4.3409 3.2810
Br 0.9084 -6.4206 0.8400
Br 3.0487 -4.0837 0.2016
H 0.6435 -3.8336 1.0364



8.
57
Properties=species:S:1:pos:R:3 method="wB97M-V/def2-TZVPD" charge=+1 orbital_gap_ev=5.65 e_tot_ev=-137257.4576 lumo_ev=-5.368
C -0.5980 4.9377 2.9284
C -2.0469 5.4032 3.3972
O -2.1568 5.8284 4.5760
O -3.2372 5.3408 2.6363
C -2.9928 5.3035 1.2079
C -3.0812 3.7823 0.6485
C -4.4053 3.0798 1.2661
C -4.3716 1.5348 0.7983
C -3.7943 0.5314 1.9079
C -2.3870 -0.1487 1.5502
P -2.4830 -1.7852 2.5866
S -2.8926 -3.3561 1.5157
C -2.0253 -0.5214 0.0470
N -0.5845 -0.9034 0.2377
C -0.0287 -0.3625 1.4809
N 1.1962 -0.6209 1.9287
I 1.7456 0.2284 3.7596
P 2.4256 -1.6578 1.1450
O 2.1460 -1.8537 -0.5288
Br 4.3794 -0.4564 1.2281
N -1.1087 0.4541 2.1058
H -0.5783 4.0326 2.2411
H 0.0277 4.7829 3.8824
H -0.1191 5.8476 2.4034
H -2.0633 5.8599 0.8600
H -3.8859 5.8461 0.7170
H -2.1389 3.1750 0.8501
H -3.2998 3.8922 -0.4805
H -4.4388 3.1089 2.4030
H -5.3405 3.5563 0.8279
H -3.8452 1.4973 -0.2104
H -5.4621 1.2147 0.5955
H -3.6516 1.1345 2.8670
H -4.5458 -0.3081 2.1560
H -3.5088 -1.6664 3.6055
H -1.2532 -2.0471 3.2870
H -1.9500 0.4391 -0.5840
H -2.5880 -1.3508 -0.4869
H -0.0693 -0.3660 -0.4889
H 1.3323 -2.3974 -0.7031
H -1.1665 0.1430 3.1004
C 4.1335 -4.2231 -2.0915
O 3.3759 -3.8997 -3.2489
C 3.8150 -2.6889 -3.8640
C 4.6634 -2.9723 -5.0983
O 5.9044 -3.5777 -4.7451
C 5.9107 -4.9782 -4.9882
H 3.8918 -5.2462 -1.7995
H 5.2076 -4.1595 -2.2789
H 3.8597 -3.5514 -1.2767
H 4.3595 -2.0625 -3.1491
H 2.9168 -2.1449 -4.1720
H 4.9016 -2.0210 -5.5855
H 4.1165 -3.5904 -5.8176
H 5.9660 -5.1675 -6.0646
H 5.0265 -5.4665 -4.5725
H 6.7973 -5.4024 -4.5132